Record 1
{"formula": "C24H24FeN3O8S2", "method": "ωB97M-V with the def2-TZVPD basis set", "multiplicity": 1, "total_charge": -1, "orbital_gap_ev": [7.45, 7.42], "e_homo_ev": [-5.144, -5.112], "relative_energy_kj_mol": 0.0, "species": ["Fe", "O", "C", "O", "C", "C", "C", "C", "C", "N", "C", "O", "O", "H", "H", "H", "O", "S", "C", "C", "C", "C", "S", "O", "C", "C", "C", "C", "C", "C", "C", "C", "C", "C", "C", "C", "H", "H", "H", "H", "H", "H", "H", "H", "H", "H", "H", "H", "H", "H", "H", "H", "H", "H", "N", "N", "C", "O", "O", "H", "H", "H"], "coordinates": [[0.487, 0.496, 0.397], [-1.419, -1.906, -2.551], [-1.659, -1.317, -1.479], [-2.121, -0.164, -1.297], [-1.141, -2.012, -0.226], [-1.415, -3.357, 0.008], [-0.992, -3.939, 1.191], [-0.282, -3.164, 2.105], [-0.008, -1.851, 1.779], [-0.432, -1.295, 0.631], [0.768, -0.924, 2.733], [1.221, -1.419, 3.759], [0.824, 0.300, 2.364], [-1.948, -3.904, -0.758], [-1.207, -4.981, 1.397], [0.090, -3.537, 3.048], [2.271, -0.737, 0.067], [3.630, -1.265, -0.128], [3.916, -1.086, -1.933], [2.682, -1.478, -2.745], [2.348, -0.488, -3.868], [0.864, -0.495, -4.220], [-0.132, 0.551, -3.097], [0.504, 0.306, -1.771], [0.495, 2.146, -3.647], [-0.010, 2.694, -4.819], [0.415, 3.952, -5.213], [1.307, 4.666, -4.420], [1.779, 4.122, -3.235], [1.383, 2.848, -2.848], [3.439, -3.055, -0.139], [4.567, -3.863, -0.136], [4.414, -5.240, -0.163], [3.140, -5.796, -0.173], [2.019, -4.977, -0.152], [2.165, -3.598, -0.134], [4.817, -1.652, -2.176], [4.142, -0.022, -2.041], [1.827, -1.494, -2.068], [2.805, -2.485, -3.148], [2.931, -0.700, -4.768], [2.631, 0.520, -3.554], [0.413, -1.486, -4.142], [0.672, -0.109, -5.223], [-0.743, 2.149, -5.404], [0.028, 4.391, -6.125], [1.608, 5.663, -4.715], [2.423, 4.690, -2.577], [1.711, 2.420, -1.906], [5.556, -3.418, -0.103], [5.286, -5.881, -0.160], [3.023, -6.872, -0.183], [1.025, -5.406, -0.145], [1.305, -2.938, -0.109], [-1.182, 1.595, 0.549], [-0.807, 2.898, 0.142], [0.585, 3.231, 0.163], [0.859, 4.422, 0.043], [1.395, 2.244, 0.232], [-1.854, 1.150, -0.091], [-1.534, 1.593, 1.501], [-1.429, 3.644, 0.408]], "mulliken_charge": [0.88, -0.74, -0.10, -0.82, 0.85, -0.50, -0.66, -0.41, 0.42, 0.22, 0.27, -0.78, -0.62, 0.49, 0.47, 0.54, -0.22, -0.27, -0.89, 1.06, -1.18, -0.86, 0.10, 0.10, 0.77, -0.51, -0.70, -0.52, -0.83, -0.38, 0.54, -0.68, -0.55, -0.64, -0.59, 0.31, 0.51, 0.44, -0.91, 0.49, 0.56, 0.26, 0.44, 0.56, 0.47, 0.38, 0.37, 0.44, 0.36, 0.42, 0.38, 0.37, 0.42, -0.11, -0.21, -0.37, 0.64, -0.77, -0.68, 0.41, 0.30, 0.25]}


Record 2
{"formula": "C24H24N", "method": "ωB97M-V with the def2-TZVPD basis set", "multiplicity": 1, "total_charge": 1, "orbital_gap_ev": 7.10, "e_homo_ev": -11.421, "relative_energy_kj_mol": 6.3, "species": ["C", "C", "C", "C", "C", "N", "C", "C", "C", "C", "C", "H", "H", "H", "H", "H", "H", "H", "H", "H", "H", "H", "C", "C", "C", "C", "C", "C", "C", "C", "C", "C", "C", "C", "C", "C", "H", "H", "H", "H", "H", "H", "H", "H", "H", "H", "H", "H", "H"], "coordinates": [[-0.192, 1.481, 3.867], [-0.167, 0.362, 2.903], [0.527, 0.212, 1.658], [0.282, -1.190, 1.269], [-0.703, -1.687, 2.148], [-0.950, -0.716, 3.122], [-1.140, -3.003, 2.164], [-0.610, -3.863, 1.214], [0.317, -3.398, 0.266], [0.789, -4.418, -0.712], [0.750, -2.062, 0.278], [0.615, 2.222, 3.648], [-1.183, 1.989, 3.850], [-0.049, 1.059, 4.893], [1.565, 0.642, 1.570], [-1.605, -0.797, 3.912], [-1.873, -3.314, 2.901], [-0.912, -4.910, 1.178], [1.582, -4.097, -1.403], [1.151, -5.295, -0.157], [-0.057, -4.743, -1.333], [1.478, -1.696, -0.457], [3.673, 1.073, -4.171], [2.725, 1.176, -3.022], [3.211, 1.178, -1.707], [2.316, 1.356, -0.656], [0.917, 1.459, -0.883], [0.021, 1.639, 0.284], [-1.439, 1.510, 0.163], [-2.306, 2.345, 0.934], [-3.694, 2.261, 0.737], [-4.239, 1.399, -0.246], [-3.381, 0.555, -0.988], [-2.003, 0.560, -0.710], [0.462, 1.456, -2.232], [1.355, 1.272, -3.289], [3.141, 0.781, -5.088], [4.165, 2.037, -4.381], [4.448, 0.339, -3.929], [4.287, 0.944, -1.509], [2.752, 1.380, 0.351], [0.336, 2.553, 0.900], [-1.910, 3.109, 1.643], [-4.381, 2.894, 1.338], [-5.322, 1.417, -0.500], [-3.799, -0.085, -1.783], [-1.346, -0.114, -1.263], [-0.606, 1.599, -2.455], [0.999, 1.130, -4.319]], "mulliken_charge": [-1.57, -0.39, 0.46, 0.36, 0.10, 0.15, -1.14, -0.57, 0.87, -1.64, -0.48, 0.32, 0.33, 0.49, 0.57, 0.29, 0.42, 0.44, 0.36, 0.39, 0.35, 0.45, -1.44, 1.21, -1.00, -0.48, 0.25, 0.21, 0.38, -0.28, -0.77, -0.41, -0.96, -0.37, -0.34, -1.00, 0.36, 0.29, 0.37, 0.32, 0.38, 0.59, 0.43, 0.38, 0.37, 0.39, 0.69, 0.60, 0.30]}


Record 3
{"formula": "C24H24N8PbS", "method": "ωB97M-V with the def2-TZVPD basis set", "multiplicity": 1, "total_charge": 2, "orbital_gap_ev": 7.22, "e_homo_ev": -13.400, "relative_energy_kj_mol": 21.9, "species": ["Pb", "C", "C", "N", "N", "C", "N", "S", "C", "C", "C", "C", "C", "N", "H", "H", "H", "H", "H", "H", "H", "H", "H", "H", "N", "C", "C", "C", "C", "C", "C", "C", "C", "N", "C", "H", "H", "H", "H", "H", "H", "H", "H", "N", "C", "N", "C", "C", "C", "C", "C", "C", "H", "H", "H", "H", "H", "H"], "coordinates": [[-0.428, 0.094, 0.532], [0.123, -1.593, -3.945], [-0.157, -0.729, -2.760], [0.369, -0.961, -1.607], [1.155, -2.082, -1.439], [0.682, -3.044, -0.597], [1.273, -4.238, -0.608], [-0.641, -2.750, 0.385], [-1.194, 0.304, -2.844], [-1.678, 0.781, -4.062], [-2.825, 1.561, -4.073], [-3.436, 1.868, -2.869], [-2.838, 1.420, -1.695], [-1.757, 0.664, -1.679], [-0.091, -2.634, -3.689], [-0.496, -1.333, -4.795], [1.170, -1.527, -4.246], [1.748, -2.369, -2.214], [2.006, -4.484, -1.253], [0.872, -4.973, -0.048], [-1.172, 0.568, -4.989], [-3.239, 1.900, -5.008], [-4.346, 2.444, -2.834], [-3.257, 1.673, -0.732], [0.643, 2.172, -0.687], [0.411, 3.321, 0.130], [-0.069, 4.508, -0.360], [-0.211, 5.625, 0.481], [0.179, 5.568, 1.790], [0.642, 4.354, 2.338], [1.062, 4.215, 3.677], [1.417, 2.975, 4.135], [1.291, 1.876, 3.277], [0.944, 1.966, 2.015], [0.683, 3.197, 1.515], [0.373, 2.359, -1.647], [1.626, 1.919, -0.665], [-0.322, 4.604, -1.406], [-0.596, 6.543, 0.068], [0.122, 6.439, 2.424], [1.092, 5.079, 4.322], [1.754, 2.826, 5.147], [1.487, 0.889, 3.657], [2.458, -1.840, 3.670], [2.262, -1.438, 2.401], [1.034, -1.040, 2.176], [0.362, -1.195, 3.375], [-0.953, -0.897, 3.725], [-1.314, -1.076, 5.043], [-0.401, -1.543, 5.998], [0.896, -1.871, 5.666], [1.264, -1.692, 4.338], [3.318, -2.179, 4.070], [3.042, -1.424, 1.666], [-1.666, -0.548, 2.988], [-2.320, -0.844, 5.356], [-0.725, -1.646, 7.023], [1.594, -2.239, 6.402]], "mulliken_charge": [1.28, -1.68, 0.45, 0.02, -0.45, 0.67, -0.43, -0.40, 0.59, -0.77, -0.50, -0.78, -0.17, 0.05, 0.42, 0.41, 0.40, 0.36, 0.20, 0.25, 0.43, 0.49, 0.44, 0.45, -0.36, 0.08, -0.51, -0.98, -0.78, 0.93, -0.67, -1.04, 0.20, 0.12, 0.41, 0.19, 0.28, 0.42, 0.41, 0.44, 0.46, 0.45, 0.22, -0.06, -0.83, 0.08, 0.54, -0.41, -0.94, -0.58, -1.06, 0.88, 0.22, 0.52, 0.33, 0.43, 0.43, 0.45]}


Record 4
{"formula": "C24H25Cl5N4O3Ti", "method": "ωB97M-V with the def2-TZVPD basis set", "multiplicity": 2, "total_charge": 1, "orbital_gap_ev": [7.32, 7.59], "e_homo_ev": [-10.134, -10.135], "s2": 0.752, "relative_energy_kj_mol": 59.5, "species": ["Ti", "N", "C", "C", "N", "C", "C", "N", "H", "H", "H", "H", "H", "H", "H", "H", "H", "H", "H", "H", "H", "Cl", "C", "C", "C", "Cl", "C", "O", "C", "Cl", "C", "H", "H", "Cl", "C", "C", "C", "C", "C", "Cl", "C", "N", "C", "C", "C", "C", "C", "C", "C", "C", "O", "O", "H", "H", "H", "H", "H", "H", "H", "H", "H", "H"], "coordinates": [[0.519, -0.370, 0.228], [-0.352, -0.146, 2.282], [-0.629, 1.282, 2.570], [0.601, 2.078, 2.206], [1.004, 1.824, 0.797], [0.722, 2.948, -0.123], [-0.749, 3.056, -0.423], [-1.183, 1.780, -0.989], [0.287, -0.539, 2.971], [-1.203, -0.695, 2.375], [-1.477, 1.568, 1.946], [-0.903, 1.443, 3.613], [0.445, 3.145, 2.378], [1.431, 1.773, 2.848], [2.017, 1.728, 0.799], [1.134, 3.878, 0.279], [1.254, 2.730, -1.052], [-1.326, 3.257, 0.481], [-0.905, 3.917, -1.080], [-2.189, 1.762, -1.120], [-0.772, 1.641, -1.907], [-4.347, -5.717, -0.043], [-2.967, -4.678, 0.104], [-3.055, -3.369, -0.345], [-1.928, -2.587, -0.207], [-1.956, -0.870, -0.628], [-0.731, -3.040, 0.328], [0.324, -2.215, 0.399], [-0.705, -4.340, 0.825], [0.702, -4.898, 1.657], [-1.814, -5.162, 0.701], [-3.968, -2.983, -0.773], [-1.781, -6.172, 1.084], [5.750, -5.232, -1.434], [5.304, -5.041, 0.227], [5.866, -5.906, 1.152], [5.615, -5.739, 2.505], [4.812, -4.694, 2.931], [4.240, -3.861, 1.986], [3.297, -2.505, 2.570], [4.439, -4.016, 0.611], [3.865, -3.126, -0.301], [3.027, -3.553, -1.350], [2.543, -4.859, -1.423], [1.690, -5.243, -2.442], [1.295, -4.327, -3.410], [1.772, -3.030, -3.337], [2.650, -2.638, -2.332], [3.146, -1.204, -2.284], [2.268, -0.484, -1.327], [1.115, -0.048, -1.672], [2.550, -0.429, -0.078], [6.517, -6.691, 0.796], [6.072, -6.401, 3.227], [4.624, -4.516, 3.981], [3.604, -2.243, 0.115], [2.822, -5.570, -0.659], [1.323, -6.261, -2.473], [0.644, -4.625, -4.220], [1.480, -2.304, -4.087], [3.070, -0.759, -3.274], [4.174, -1.153, -1.925]], "mulliken_charge": [0.43, -0.41, -0.59, -0.77, -0.10, -0.77, -0.86, -0.42, 0.24, 0.31, 0.29, 0.43, 0.33, 0.45, 0.30, 0.41, 0.37, 0.34, 0.42, 0.32, 0.15, -0.20, 0.31, -0.97, 0.85, -0.21, -0.73, 0.55, 0.49, -0.15, -0.74, 0.50, 0.48, -0.18, 1.02, -0.61, -0.49, -0.74, 0.77, -0.23, -1.04, 0.11, 0.60, -0.15, -0.86, -0.82, -0.57, 0.21, -1.39, 1.32, -0.42, -0.74, 0.44, 0.39, 0.44, 0.05, 0.60, 0.44, 0.44, 0.44, 0.57, 0.39]}


no.,largest force on an atom (Eh/bohr)
1,0.0226
2,0.0437
3,0.0204
4,0.0204